[1]
Below is an isolated molecule of C12H15NS in a non-equilibrium geometry, with properties calculated with wB97M-V/def2-TZVPD.

Its charge is 0. For the molar mass, the calculation gives 205.3 g/mol. Its SMILES is CC(C)[C@]1(C#N)c2cscc2C[C@@H]1C. The calculation puts the HOMO energy at -9.156 eV. The value obtained for the total energy is -25009.370 eV.

```
29
Properties=species:S:1:pos:R:3:forces:R:3:lowdin_charge:R:1
C -0.232 1.528 1.533 -0.6 0.3 1.3 -0.240
C 3.002 -1.359 -0.025 0.6 2.4 0.5 -0.305
C 2.314 1.019 -0.310 2.2 1.3 -1.1 -0.352
C 1.760 -1.077 0.452 -0.7 -1.0 -1.8 -0.279
C 1.325 0.239 0.132 -0.9 0.9 0.8 -0.276
C 0.619 -1.957 0.900 -0.9 1.3 -2.8 -0.081
C -0.458 -0.991 1.416 -0.1 1.0 -3.4 -0.151
C -0.113 0.587 0.496 -0.6 -5.1 0.2 -0.239
C -1.818 -1.482 1.036 -0.5 -0.4 2.1 -0.071
C -0.889 2.307 -0.876 -4.5 1.4 -0.3 -0.076
C -0.813 0.097 -1.906 -0.2 3.0 -2.6 -0.057
C -1.180 0.783 -0.627 6.0 3.7 -0.8 -0.345
N -0.519 2.069 2.504 0.2 0.7 0.3 0.192
S 3.815 0.144 -0.468 -1.5 -0.5 -0.2 0.977
H 3.659 -2.170 -0.131 0.1 -1.4 0.4 0.046
H 2.403 2.059 -0.671 -0.6 -0.6 0.6 0.085
H 0.133 -2.518 -0.039 1.3 1.0 2.1 0.162
H 1.040 -2.629 1.556 0.2 -1.9 1.7 0.089
H -0.465 -0.563 2.357 0.6 0.0 2.2 0.095
H -1.793 -2.176 0.269 0.2 -1.4 -1.6 0.050
H -2.428 -0.718 0.708 -1.3 1.7 -0.6 0.040
H -2.452 -1.942 1.807 0.7 0.0 0.4 0.100
H 0.102 2.508 -1.136 1.7 0.2 -0.1 0.038
H -1.259 2.995 0.034 0.9 -1.5 -2.2 0.127
H -1.487 2.579 -1.827 0.7 0.0 1.5 0.100
H 0.244 0.320 -2.268 -1.3 0.1 0.6 0.110
H -1.547 0.532 -2.759 1.6 -1.6 1.8 0.140
H -0.801 -0.916 -1.763 -0.6 -2.9 -0.3 0.032
H -2.161 0.733 -0.394 -2.9 -0.7 1.2 0.089
```
Positions in Å, forces in eV/Å.

***

[2]
Below is a cluster of 2 separate species, C4H8O2 in total in a non-equilibrium geometry, with properties calculated with wB97M-V/def2-TZVPD.

Its charge is 0. For the molar mass, the calculation gives 88.1 g/mol. Its SMILES is C=CC.O=CO. The calculation puts the HOMO energy at -9.704 eV. The value obtained for the total energy is -8371.800 eV.

```
14
Properties=species:S:1:pos:R:3:forces:R:3:lowdin_charge:R:1
C -1.238 0.402 -1.057 -0.6 0.6 -0.3 -0.124
C -0.261 1.429 -0.570 0.1 -0.3 -0.3 -0.259
C 1.060 1.311 -0.487 -0.3 0.5 -0.6 -0.022
H -0.894 -0.595 -1.318 0.4 0.1 0.1 0.068
H -1.757 0.835 -1.922 0.0 -0.2 0.0 0.075
H -2.020 0.313 -0.296 0.0 -0.2 0.0 0.075
H -0.767 2.364 -0.340 0.3 0.0 0.6 0.096
H 1.654 2.098 -0.042 0.1 0.1 -0.2 0.053
H 1.577 0.549 -1.061 0.0 -0.4 0.6 0.066
O 1.211 -1.460 2.530 0.4 0.1 0.2 0.075
C 0.481 -1.352 1.592 0.0 -0.4 0.3 -0.393
O 0.192 -2.367 0.762 -0.6 0.7 -0.8 0.073
H -0.041 -0.440 1.313 -0.2 0.0 -0.1 0.109
H 0.804 -3.088 0.894 0.4 -0.5 0.4 0.108
```
Positions in Å, forces in eV/Å.

***

[3]
Below is the ion C6H17N2 with charge +1 in a non-equilibrium geometry, with properties calculated with wB97M-V/def2-TZVPD.

Its charge is +1. For the molar mass, the calculation gives 117.2 g/mol. Its SMILES is CC[C@H]([NH3+])CN(C)C. The calculation puts the HOMO energy at -12.868 eV. The value obtained for the total energy is -9471.181 eV.

```
25
Properties=species:S:1:pos:R:3:forces:R:3:lowdin_charge:R:1
N 0.999 0.778 -1.182 0.0 0.3 -0.3 0.232
C 0.473 0.896 0.250 0.5 -0.8 0.4 -0.281
C -0.175 2.218 0.534 -0.9 0.3 -0.4 -0.184
C -1.521 2.475 -0.206 0.8 0.5 -0.1 -0.063
C -0.375 -0.361 0.448 -0.1 0.5 -0.6 -0.169
N 0.428 -1.508 0.054 -0.1 -0.3 0.3 -0.281
C -0.308 -2.430 -0.766 0.1 -1.2 -1.2 -0.105
C 1.048 -2.173 1.204 -0.4 0.3 0.5 -0.065
H 1.827 0.181 -1.177 -0.2 -0.2 0.0 0.168
H 0.315 0.329 -1.794 0.0 0.0 0.0 0.158
H 1.243 1.675 -1.599 0.0 0.1 0.1 0.173
H 1.377 0.738 0.840 0.0 0.4 0.1 0.150
H 0.477 3.046 0.302 0.6 0.1 -0.1 0.110
H -0.311 2.277 1.608 -0.1 -0.1 0.2 0.125
H -2.343 2.537 0.489 -0.3 -0.3 0.1 0.079
H -1.480 3.449 -0.705 0.0 -0.2 0.1 0.081
H -1.723 1.746 -0.988 -0.2 -0.1 0.1 0.064
H -1.239 -0.268 -0.218 0.0 -0.2 0.0 0.121
H -0.794 -0.397 1.456 0.2 -0.1 0.2 0.145
H 0.307 -3.295 -1.051 0.1 0.2 0.4 0.099
H -0.581 -2.034 -1.744 -0.1 0.6 0.0 0.081
H -1.224 -2.832 -0.352 -0.3 0.0 0.5 0.094
H 0.352 -2.365 2.030 -0.3 0.2 -0.1 0.095
H 1.819 -1.519 1.604 0.3 -0.2 0.1 0.084
H 1.410 -3.163 0.964 0.5 0.1 -0.4 0.089
```
Positions in Å, forces in eV/Å.

***

[4]
Below is an isolated molecule of C7H9OP in a non-equilibrium geometry, with properties calculated with wB97M-V/def2-TZVPD.

Its charge is 0. For the molar mass, the calculation gives 140.1 g/mol. The calculation puts the HOMO energy (alpha / beta) at -4.503 / -8.984 eV. The value obtained for the total energy is -18736.115 eV. The multiplicity is 3.

```
18
Properties=species:S:1:pos:R:3:forces:R:3:lowdin_charge:R:1
C -2.073 -0.308 1.780 -2.9 -0.7 1.0 -0.135
C -1.896 0.751 0.949 0.9 2.4 1.2 -0.117
C -1.585 -1.498 1.359 0.4 -3.4 0.9 -0.106
C -0.983 0.718 -0.061 0.4 -1.3 -1.0 -0.101
C -0.586 -1.578 0.385 -1.0 -1.1 0.2 -0.137
C -0.334 -0.513 -0.404 0.1 1.7 -0.8 -0.421
C 2.182 0.757 -0.851 2.1 -0.1 -1.5 -0.207
O 0.132 0.522 -2.626 0.0 0.7 -2.4 -0.354
P 0.944 -0.566 -1.710 0.3 1.6 3.0 0.909
H -2.867 -0.277 2.585 1.2 0.0 -1.0 0.126
H -2.316 1.685 1.310 -0.1 0.2 -0.6 0.108
H -2.053 -2.427 1.813 1.2 1.0 -0.4 0.124
H -0.767 1.560 -0.651 0.0 1.0 -0.6 0.080
H -0.026 -2.430 0.058 -0.3 -1.1 0.6 0.084
H 2.573 1.618 -1.477 -1.1 -0.8 0.6 0.042
H 3.118 0.310 -0.471 -0.5 -0.4 -0.3 0.020
H 1.628 1.029 0.033 -0.5 0.3 -0.1 0.013
H 0.486 0.694 -3.549 -0.2 -0.2 1.4 0.073
```
Positions in Å, forces in eV/Å.

***

[5]
Below is the ion C4H4NOS2 with charge -1 in a non-equilibrium geometry, with properties calculated with wB97M-V/def2-TZVPD.

Its charge is -1. For the molar mass, the calculation gives 146.2 g/mol. Its SMILES is Cn1c([S-])coc1=S. The calculation puts the HOMO energy (alpha / beta) at -2.944 / -2.944 eV. The value obtained for the total energy is -29420.050 eV.

```
12
Properties=species:S:1:pos:R:3:forces:R:3:lowdin_charge:R:1
C 0.193 2.869 -0.063 -3.8 -3.5 -0.7 -0.073
C -0.819 1.282 -0.051 2.5 5.1 0.2 -0.782
C 1.462 0.987 -0.048 0.3 -0.1 0.0 -0.893
C 0.004 -1.005 -0.221 0.1 -0.5 0.0 -0.110
N 0.202 0.416 -0.131 0.4 0.4 0.2 -0.193
O 1.434 2.283 0.089 0.5 -1.0 0.3 -0.159
S -2.422 0.986 -0.150 -0.5 -0.2 0.0 0.480
S 2.882 0.129 -0.139 0.5 -0.2 -0.1 0.536
H -0.048 3.516 0.777 0.0 -0.1 0.2 0.012
H -0.842 -1.280 0.409 0.0 0.1 -0.1 0.060
H -0.217 -1.292 -1.251 0.0 0.0 0.0 0.092
H 0.916 -1.500 0.109 -0.1 0.0 -0.1 0.030
```
Positions in Å, forces in eV/Å.

***

[6]
Below is a cluster of 6 separate species, C15H43N4O8 in total in a non-equilibrium geometry, with properties calculated with wB97M-V/def2-TZVPD.

Its charge is -1. For the molar mass, the calculation gives 407.5 g/mol. The calculation puts the HOMO energy at -4.346 eV. The value obtained for the total energy is -38592.565 eV.

```
70
Properties=species:S:1:pos:R:3:forces:R:3:lowdin_charge:R:1
C 0.320 0.227 -0.018 -0.2 -2.0 -0.6 -0.112
C 0.731 -0.377 1.315 0.3 1.1 1.2 -0.510
O 1.170 0.586 2.185 -0.3 0.5 0.4 -0.326
H -0.518 0.917 0.023 0.2 0.3 0.2 0.056
H -0.017 -0.660 -0.594 -0.2 0.4 -0.3 0.046
H 1.192 0.592 -0.559 -0.1 0.5 0.2 0.067
H 1.511 -1.157 1.143 0.0 -0.1 -0.3 0.076
H -0.102 -0.934 1.789 -0.3 -0.3 -0.5 0.080
C -0.138 -1.988 -3.746 0.2 1.2 -0.2 -0.056
C 1.279 -1.461 -3.573 0.6 -0.6 0.7 -0.427
C 1.390 0.063 -3.483 -0.9 -0.9 -0.2 -0.219
O 1.133 0.600 -4.772 0.5 0.4 0.5 -0.186
C 1.309 2.003 -4.778 -0.1 -0.2 -0.8 -0.117
N 1.873 -2.098 -2.369 -0.2 0.3 -0.3 0.036
H -0.564 -1.437 -4.590 -0.2 -0.4 -0.1 0.079
H -0.730 -1.692 -2.876 0.0 -0.3 0.1 0.065
H -0.160 -3.061 -3.898 0.0 -0.1 0.0 0.074
H 1.891 -1.777 -4.425 -0.1 0.1 0.0 0.133
H 2.388 0.266 -3.078 0.1 0.5 -0.3 0.124
H 0.634 0.444 -2.790 0.2 0.1 0.2 0.086
H 0.712 2.512 -4.017 0.0 -0.1 0.1 0.079
H 0.985 2.320 -5.771 0.0 0.2 0.1 0.086
H 2.364 2.284 -4.677 0.0 -0.1 0.2 0.086
H 2.706 -1.575 -2.112 0.1 -0.2 0.0 0.059
H 1.234 -1.954 -1.592 0.0 -0.1 0.0 0.040
C -1.866 1.329 -2.546 0.2 1.6 -0.5 -0.077
C -3.296 1.765 -2.256 0.2 -1.6 0.2 -0.428
C -3.656 3.103 -2.829 0.9 0.8 -0.1 -0.238
O -5.011 3.351 -2.589 -0.6 0.0 0.0 -0.190
C -5.452 4.584 -3.092 0.1 -0.1 -0.6 -0.114
N -4.206 0.752 -2.820 -0.5 0.7 -0.4 0.039
H -1.623 0.429 -1.997 0.2 0.0 -0.1 0.052
H -1.200 2.166 -2.290 0.1 -0.4 0.7 0.084
H -1.652 1.255 -3.617 -0.5 -0.6 0.0 0.082
H -3.398 1.800 -1.163 0.0 0.3 0.0 0.143
H -3.359 3.188 -3.888 -0.5 -0.4 -0.2 0.134
H -3.059 3.907 -2.368 0.0 -0.2 0.3 0.131
H -4.780 5.390 -2.775 -0.2 0.1 0.0 0.087
H -6.475 4.770 -2.772 0.1 0.0 0.3 0.084
H -5.483 4.554 -4.192 0.2 0.1 0.0 0.089
H -5.146 1.114 -2.702 -0.1 -0.3 0.0 0.058
H -4.157 -0.160 -2.392 0.3 0.1 0.3 0.068
C 1.551 -2.416 4.546 -0.6 1.3 -0.8 -0.252
C 2.756 -1.703 5.164 -0.4 -0.6 -0.5 -0.244
O 2.510 -0.315 5.282 0.0 -0.2 0.4 -0.060
O 0.361 -2.058 5.245 0.5 -0.5 0.1 -0.092
H 1.638 -3.490 4.394 0.1 -0.1 0.6 0.100
H 1.422 -1.992 3.539 0.3 -0.1 -0.1 0.097
H 3.570 -1.815 4.446 0.3 -0.1 0.4 0.102
H 2.962 -2.140 6.146 0.4 -0.1 -0.1 0.113
H 1.820 -0.248 5.953 -0.1 0.3 -0.1 0.080
H 0.207 -1.153 4.915 -0.7 0.2 0.2 0.030
C -1.576 0.543 3.691 0.2 0.8 -1.3 -0.257
C -1.870 1.991 3.313 -0.7 -0.6 0.5 -0.277
O -1.138 2.404 2.195 0.0 0.4 -0.2 -0.089
O -0.370 0.493 4.398 0.2 -0.5 1.1 -0.114
H -1.421 0.040 2.731 -0.4 -0.3 0.1 0.096
H -2.431 0.091 4.192 0.3 -0.1 0.5 0.117
H -1.687 2.598 4.211 0.1 0.2 -0.1 0.110
H -2.950 2.049 3.114 0.1 0.3 -0.4 0.105
H -0.281 1.919 2.160 0.2 -0.2 0.1 0.050
H 0.345 0.659 3.729 0.4 -0.3 -0.6 0.052
C 4.503 -4.411 2.736 -0.4 -0.4 -0.2 -0.680
O 4.604 -5.527 3.226 0.0 0.4 0.2 0.008
N 5.541 -3.520 2.695 0.3 0.2 -0.1 0.144
N 3.337 -3.950 2.166 1.6 -0.2 0.4 0.160
H 6.407 -3.752 3.142 0.0 -0.2 0.0 0.096
H 5.477 -2.619 2.257 -0.2 0.0 0.1 0.092
H 3.425 -3.145 1.576 -1.0 0.1 0.0 0.089
H 2.516 -4.476 2.389 -0.3 0.2 -0.5 0.099
```
Positions in Å, forces in eV/Å.

***

[7]
Below is a structure of composition C13H37IN3O11P3S in a non-equilibrium geometry, with properties calculated with wB97M-V/def2-TZVPD.

Its charge is 0. For the molar mass, the calculation gives 663.3 g/mol. The calculation puts the HOMO energy at -8.616 eV. The value obtained for the total energy is -87873.845 eV.

```
69
Properties=species:S:1:pos:R:3:forces:R:3:lowdin_charge:R:1
N 0.927 2.051 -2.824 0.2 0.8 -1.8 -0.275
P 0.988 2.416 -4.374 0.1 -0.6 3.1 0.701
O 0.148 1.263 -5.322 -2.0 1.6 0.6 -0.439
P -1.389 1.813 -5.710 1.5 2.8 -4.0 0.395
O -1.206 2.837 -6.806 -0.7 -1.8 2.1 -0.285
O -2.064 2.582 -4.394 0.3 -1.9 -1.4 -0.309
C -3.234 3.316 -4.736 0.0 0.8 0.0 -0.277
S -4.779 2.322 -4.856 -5.2 1.4 1.7 0.744
O -5.730 3.074 -5.726 2.7 -1.4 1.1 -0.376
O -5.332 2.070 -3.493 2.1 0.1 -2.4 -0.384
O -2.336 0.587 -6.327 2.6 0.7 3.2 -0.498
P -2.279 -0.917 -5.481 -0.5 -1.8 -1.2 0.495
O -0.954 -1.725 -6.172 -1.2 1.6 1.1 -0.353
I -1.743 -0.579 -3.113 0.3 0.2 -0.5 0.611
H 0.482 2.823 -2.328 -0.1 -0.4 0.1 -0.026
H 2.348 2.368 -4.794 -1.0 -0.3 -0.7 0.027
H 0.463 3.729 -4.593 0.3 -0.7 -0.7 0.035
H -3.152 3.923 -5.658 0.2 -0.7 0.2 0.116
H -3.410 4.029 -3.903 -0.2 -0.7 -0.3 0.137
H -4.579 1.088 -5.435 0.6 0.6 0.1 0.072
H -1.389 -2.434 -6.658 0.2 -0.2 -0.2 0.029
C 2.006 -5.612 1.235 0.1 0.2 0.1 -0.115
O 3.129 -4.798 0.940 -0.2 -0.3 -0.1 -0.196
C 3.697 -5.058 -0.342 0.4 0.4 0.1 -0.213
C 3.468 -3.886 -1.283 -0.4 -0.2 0.1 -0.213
N 2.062 -3.778 -1.661 0.2 0.1 -0.1 -0.052
C 1.727 -2.531 -2.352 -0.2 -0.1 0.3 -0.206
C 1.894 -1.221 -1.572 -0.2 0.1 -0.5 -0.238
O 0.989 -1.074 -0.483 0.4 -0.1 -0.1 -0.207
C 1.413 -1.694 0.718 -0.4 0.1 0.0 -0.090
H 1.747 -5.454 2.282 0.1 0.0 0.0 0.088
H 1.144 -5.332 0.622 -0.1 -0.2 0.0 0.076
H 2.237 -6.670 1.088 -0.1 0.0 0.0 0.087
H 3.330 -5.996 -0.768 -0.2 0.1 0.0 0.120
H 4.775 -5.169 -0.185 0.0 0.0 0.0 0.120
H 4.070 -4.028 -2.185 0.0 0.0 0.0 0.122
H 3.820 -2.980 -0.775 0.2 0.0 0.0 0.103
H 1.493 -3.838 -0.827 0.0 0.0 0.0 0.064
H 0.677 -2.612 -2.647 0.0 0.1 0.0 0.070
H 2.309 -2.474 -3.277 0.1 0.0 0.0 0.119
H 1.660 -0.403 -2.259 0.0 0.0 0.1 0.074
H 2.926 -1.052 -1.246 0.0 -0.1 0.2 0.113
H 2.499 -1.694 0.831 0.0 -0.1 -0.1 0.093
H 1.021 -2.712 0.781 0.2 -0.1 0.1 0.073
H 0.983 -1.133 1.549 0.0 0.0 0.0 0.067
C -0.765 2.970 7.382 0.2 -0.1 -0.1 -0.115
O -0.441 1.666 6.932 -0.3 0.3 0.1 -0.196
C -1.579 0.900 6.542 0.3 -0.5 -0.1 -0.214
C -1.586 0.670 5.039 0.0 0.4 0.1 -0.213
N -1.870 1.907 4.316 0.1 -0.2 -0.1 -0.052
C -1.642 1.817 2.874 0.0 0.2 0.2 -0.194
C -0.213 1.555 2.390 -0.2 0.1 -0.4 -0.222
O 0.691 2.620 2.643 0.0 -0.3 0.2 -0.175
C 1.274 2.613 3.936 0.1 0.3 -0.2 -0.098
H 0.138 3.412 7.803 0.0 -0.1 0.0 0.088
H -1.103 3.601 6.554 -0.1 0.1 0.1 0.077
H -1.533 2.939 8.160 0.0 0.1 0.0 0.087
H -2.512 1.353 6.886 0.0 0.1 -0.1 0.121
H -1.482 -0.071 7.039 -0.1 0.0 0.0 0.120
H -2.354 -0.070 4.794 0.0 0.0 0.0 0.123
H -0.610 0.256 4.761 0.0 -0.2 0.1 0.103
H -1.282 2.643 4.683 0.0 0.0 0.0 0.065
H -1.966 2.770 2.448 0.0 0.0 -0.1 0.118
H -2.304 1.048 2.461 0.1 -0.1 0.0 0.118
H -0.254 1.458 1.302 0.0 0.0 0.0 0.121
H 0.191 0.606 2.760 0.0 0.1 0.2 0.092
H 1.413 1.602 4.324 -0.1 0.0 0.0 0.089
H 0.678 3.211 4.630 0.0 -0.1 0.2 0.070
H 2.253 3.089 3.860 0.0 0.0 -0.1 0.088
```
Positions in Å, forces in eV/Å.

***

[8]
Below is a structure of composition C8H13N5 in a non-equilibrium geometry, with properties calculated with wB97M-V/def2-TZVPD.

Its charge is +2. For the molar mass, the calculation gives 179.2 g/mol. The calculation puts the HOMO energy (alpha / beta) at -16.344 / -16.553 eV. The value obtained for the total energy is -15935.261 eV.

```
26
Properties=species:S:1:pos:R:3:forces:R:3:lowdin_charge:R:1
C 4.161 -0.605 0.133 -2.0 0.8 -0.3 0.048
C 3.651 0.606 0.597 -0.6 -1.5 -0.4 -0.018
C 3.339 -1.447 -0.621 -1.3 0.7 -0.2 0.021
C 2.379 0.978 0.394 0.7 1.3 0.1 -0.017
C 1.968 -1.087 -0.794 1.4 -0.5 0.6 0.062
C 1.507 0.180 -0.309 -0.6 -1.6 -0.8 -0.265
C -3.108 -0.447 0.234 0.1 0.6 -2.1 -0.318
C 0.245 0.639 -0.693 -0.8 -0.6 0.1 0.088
N -3.728 0.620 -0.305 -0.4 -1.5 0.5 0.106
N -1.840 -0.509 0.762 -0.6 0.1 0.7 0.044
N -3.689 -1.628 0.002 1.5 -0.3 1.9 0.228
N -3.418 1.826 -0.310 1.3 5.3 0.2 0.127
N -1.083 0.579 0.730 0.5 -0.1 0.5 0.078
H 5.145 -0.748 0.434 1.7 -1.1 -0.1 0.118
H 4.215 1.253 1.149 1.8 1.4 1.2 0.106
H 3.802 -2.294 -1.085 -0.3 -0.6 -0.1 0.121
H 2.218 1.987 0.691 -1.0 0.6 0.2 0.135
H 1.214 -1.746 -1.236 0.6 0.1 -0.2 0.130
H 0.064 1.675 -0.644 0.1 1.1 -0.6 0.097
H -0.386 0.038 -1.332 0.3 0.1 -0.5 0.115
H -1.646 -1.438 1.173 0.8 0.9 0.1 0.196
H -4.521 -1.761 -0.511 -1.1 0.2 -0.4 0.134
H -3.418 -2.322 0.697 -0.5 -0.5 -0.7 0.143
H -2.585 2.468 0.027 -1.2 -2.8 -0.3 0.205
H -4.128 2.530 -0.640 0.2 -1.6 0.0 0.181
H -0.359 0.653 1.456 -0.6 -0.8 0.2 0.131
```
Positions in Å, forces in eV/Å.